{
  "formula": "C4H11N2O",
  "method": "wB97M-V/def2-TZVPD",
  "symbols": ["N", "C", "O", "H", "H", "H", "H", "N", "C", "C", "C", "H", "H", "H", "H", "H", "H", "H"],
  "coordinates": [[2.29116, -0.24382, -1.88150], [1.99737, 0.97478, -1.03174], [0.98683, 0.73324, -0.15363], [3.30893, -0.45611, -2.00197], [1.86050, -1.05794, -1.44695], [2.96671, 1.25601, -0.47894], [1.69482, 1.77918, -1.73628], [-1.54381, 1.24605, 0.25718], [-1.80276, -0.18973, 0.12820], [-1.40692, -1.85393, 1.95130], [-0.95834, -0.85257, 1.19211], [-1.97844, 1.71383, -0.53544], [-0.49870, 1.37812, 0.19980], [-1.44939, -0.62362, -0.84636], [-2.88879, -0.43435, 0.26605], [-0.71979, -2.30326, 2.66335], [-2.47358, -2.12525, 1.92375], [0.07549, -0.47952, 1.15303]],
  "forces_ev_per_angstrom": [[1.0, -0.2, -0.6], [-0.7, -0.6, 1.4], [1.8, 0.1, -0.8], [-1.1, 0.4, 0.4], [0.0, 0.4, 0.2], [-0.5, 0.0, -0.7], [0.5, 0.1, -0.1], [-0.5, 0.5, -0.2], [0.3, -0.2, 0.3], [0.1, 0.8, 0.2], [-0.5, -0.8, -0.5], [0.2, 0.1, 0.0], [-0.9, -0.3, -0.4], [-0.3, 0.4, 0.4], [0.8, 0.2, -0.1], [-0.3, -0.3, 0.0], [0.6, -0.2, 0.1], [-0.5, -0.4, 0.3]],
  "nbo_charge": [-0.937, 0.139, -0.956, 0.311, 0.364, 0.044, 0.073, -0.904, -0.294, -1.135, -0.264, 0.310, 0.431, 0.155, 0.154, 0.152, 0.127, 0.230],
  "total_energy_ev": -9348.680,
  "spin_multiplicity": 2,
  "lumo_energy_ev": [6.699, 6.569],
  "charge": -2,
  "gap_ev": [2.35, 7.22],
  "homo_energy_ev": [4.3, -0.6],
  "de_lowest_ev": 0.835
}

***

{
  "formula": "C4H11N2O",
  "method": "wB97M-V/def2-TZVPD",
  "symbols": ["O", "C", "N", "C", "N", "C", "C", "H", "H", "H", "H", "H", "H", "H", "H", "H", "H", "H"],
  "coordinates": [[-0.07596, 1.19915, 0.06628], [0.12497, 0.42063, -1.14462], [-0.38264, -0.84098, -1.29411], [1.60113, 0.35329, -1.51703], [1.57585, -0.19100, -2.75357], [-1.89376, 0.01896, 2.85199], [-0.80734, -0.36008, 2.09690], [-0.22316, 1.03198, -1.94812], [-1.35095, -1.08841, -1.32983], [2.08283, -0.32789, -0.86192], [2.02234, 1.33744, -1.34719], [0.15413, -1.15378, -2.17879], [2.49333, -0.27971, -3.10375], [-1.98754, 0.99135, 3.50715], [-2.51492, -0.81014, 3.11502], [-0.42007, 0.53538, 1.01939], [0.38898, 0.57497, 2.98746], [-0.78723, -1.41118, 1.83476]],
  "forces_ev_per_angstrom": [[-1.0, -2.8, 1.5], [0.3, 3.5, 1.5], [1.2, -3.8, -0.7], [-1.7, 1.0, 2.1], [0.3, -0.6, -2.7], [2.1, 0.8, 1.0], [0.1, 2.9, 4.8], [-0.9, 1.3, -0.5], [-0.4, 0.7, -0.2], [0.9, -0.9, 1.1], [0.5, 0.3, -0.3], [-1.7, -0.1, 1.7], [1.5, -0.1, -0.8], [0.2, -2.0, -1.8], [-1.3, 0.0, -0.3], [1.4, 2.0, -3.5], [-2.4, -2.4, -2.8], [0.9, 0.1, -0.3]],
  "nbo_charge": [-0.759, 0.255, -0.898, -0.335, -0.422, -0.311, -0.472, 0.115, 0.375, 0.214, 0.223, 0.395, 0.311, 0.216, 0.194, 0.434, 0.233, 0.232],
  "total_energy_ev": -9345.280,
  "spin_multiplicity": 2,
  "lumo_energy_ev": [-1.092, -1.103],
  "gap_ev": [7.08, 7.04],
  "homo_energy_ev": [-8.2, -8.1],
  "de_lowest_ev": 7.238
}

***

{
  "formula": "C4H11N2O",
  "method": "wB97M-V/def2-TZVPD",
  "symbols": ["C", "C", "C", "C", "N", "N", "O", "H", "H", "H", "H", "H", "H", "H", "H", "H", "H", "H"],
  "coordinates": [[2.39358, -1.22152, -0.12125], [1.37734, -0.27407, -0.14926], [1.03659, 2.10089, -0.01995], [-2.31531, -1.06851, 0.45011], [0.64576, 0.68904, 0.06247], [-1.75924, 0.06981, -0.29496], [0.99208, -1.53987, -0.19410], [2.97199, -1.63164, -0.92416], [2.89066, -1.59190, 0.75301], [1.36429, 2.54012, 1.00970], [1.90922, 2.30602, -0.71374], [0.07991, 2.66343, -0.35880], [-3.30089, -1.35795, 0.13134], [-1.53914, -1.90319, 0.40694], [-2.19674, -0.87513, 1.55239], [-0.54806, 0.45607, 0.12881], [-2.45526, 0.79325, -0.47519], [-1.54678, -0.15483, -1.24336]],
  "forces_ev_per_angstrom": [[2.7, -2.2, -0.3], [-0.8, -1.3, 0.4], [0.1, 2.0, 0.8], [2.5, -1.1, 1.7], [-0.1, 3.0, 0.2], [-0.8, 0.8, 0.1], [-0.9, -0.4, 0.1], [0.0, 0.7, -1.1], [-0.1, 0.6, 1.1], [-0.8, -1.0, -1.7], [-1.3, -0.5, 0.6], [1.9, -0.8, 0.5], [-0.2, -0.2, 0.1], [-1.3, 0.7, -0.6], [-1.0, 0.3, -1.0], [-0.2, -0.1, -0.7], [0.0, 0.2, 0.8], [0.4, -0.9, -0.8]],
  "nbo_charge": [-0.126, 0.608, -0.451, -0.437, -0.488, -0.781, -0.415, 0.237, 0.234, 0.244, 0.238, 0.230, 0.229, 0.225, 0.223, 0.439, 0.403, 0.388],
  "total_energy_ev": -9344.841,
  "lumo_energy_ev": -3.173,
  "charge": 1,
  "gap_ev": 11.72,
  "homo_energy_ev": -14.9,
  "de_lowest_ev": 4.016
}

***

{
  "formula": "C4H11N2O",
  "method": "wB97M-V/def2-TZVPD",
  "symbols": ["N", "C", "O", "H", "H", "H", "H", "H", "C", "C", "C", "N", "H", "H", "H", "H", "H", "H"],
  "coordinates": [[1.54883, -2.31310, -1.69799], [0.50142, -1.33399, -1.73838], [0.90695, 0.03752, -1.59930], [2.02878, -2.32673, -2.59280], [2.25152, -2.05270, -1.02553], [-0.07427, -1.46977, -2.65556], [-0.22099, -1.50089, -0.93421], [1.34592, 0.28274, -2.41770], [-1.26185, 1.31619, 0.87871], [-2.42996, 1.83552, 1.22059], [0.70945, 0.22282, 1.69958], [-0.46338, 0.69045, 1.89146], [-0.81087, 1.36104, -0.10200], [-2.88351, 1.75641, 2.19842], [-2.97098, 2.33579, 0.42964], [1.23954, -0.23764, 2.52084], [1.14549, 0.41850, 0.72210], [-0.87967, 0.57917, 2.81706]],
  "forces_ev_per_angstrom": [[0.0, 0.5, -0.5], [-0.5, -0.3, 0.1], [-0.1, -0.2, 0.2], [0.0, -0.2, 0.0], [0.1, -0.1, 0.4], [0.1, 0.0, -0.1], [0.2, 0.0, 0.2], [0.1, 0.2, -0.1], [-0.1, 0.3, 0.8], [0.1, -0.1, -0.7], [-0.1, 0.7, -0.2], [0.1, -0.5, -0.1], [0.1, -0.1, 0.0], [0.1, 0.1, 0.1], [-0.2, 0.0, 0.2], [0.0, -0.1, 0.0], [0.1, -0.4, 0.0], [-0.1, 0.1, -0.2]],
  "nbo_charge": [-0.819, 0.072, -0.773, 0.365, 0.357, 0.178, 0.148, 0.484, -0.089, -0.293, 0.106, -0.397, 0.259, 0.224, 0.247, 0.235, 0.253, 0.442],
  "total_energy_ev": -9345.941,
  "lumo_energy_ev": -5.236,
  "charge": 1,
  "gap_ev": 7.88,
  "homo_energy_ev": -13.1,
  "de_lowest_ev": 2.916
}

***

{
  "formula": "C4H11N2O",
  "method": "wB97M-V/def2-TZVPD",
  "symbols": ["C", "C", "C", "C", "N", "N", "O", "H", "H", "H", "H", "H", "H", "H", "H", "H", "H", "H"],
  "coordinates": [[-1.51375, -0.33599, -0.13689], [0.93354, 0.93109, -0.97899], [1.79359, 0.16564, 1.34496], [1.21195, -0.12195, -0.03710], [-2.25568, -1.25885, -0.70122], [-1.90166, 0.84725, 0.37836], [1.34164, -1.33721, -0.56872], [0.05479, 0.71094, -1.59957], [0.79263, 1.93153, -0.47542], [1.81948, 0.99118, -1.53456], [1.01402, -0.18190, 2.02114], [1.82768, 1.18554, 1.52103], [2.69610, -0.47461, 1.28753], [-1.96021, -2.21755, -0.76100], [-3.27481, -1.34557, -0.92646], [-1.11115, 1.35949, 0.66213], [-2.91013, 1.14750, 0.40476], [1.44199, -1.99653, 0.10001]],
  "forces_ev_per_angstrom": [[1.6, 0.3, 1.6], [-1.8, 1.7, 0.5], [-1.5, -3.0, -2.2], [-0.4, -1.9, 0.2], [-2.4, -0.7, -0.4], [-2.5, -2.3, -1.7], [-0.3, 2.6, -0.1], [0.8, 0.1, 0.0], [0.2, -1.1, -0.5], [1.5, 0.4, -1.3], [0.3, -0.6, 0.5], [0.9, 1.9, 0.1], [-0.1, 0.8, 1.0], [1.2, 0.2, -0.1], [0.7, 1.3, 0.6], [-0.1, 1.3, 0.7], [1.7, 0.2, 0.1], [0.4, -1.0, 0.9]],
  "nbo_charge": [0.215, -0.750, -0.729, 0.726, -0.791, -0.799, -0.593, 0.292, 0.245, 0.279, 0.282, 0.257, 0.269, 0.406, 0.385, 0.400, 0.399, 0.507],
  "total_energy_ev": -9344.862,
  "lumo_energy_ev": -4.546,
  "charge": 1,
  "gap_ev": 7.69,
  "homo_energy_ev": -12.2,
  "de_lowest_ev": 3.995
}

***

{
  "formula": "C4H11N2O",
  "method": "wB97M-V/def2-TZVPD",
  "symbols": ["C", "C", "N", "C", "C", "N", "O", "H", "H", "H", "H", "H", "H", "H", "H", "H", "H", "H"],
  "coordinates": [[-0.97050, 1.70180, 0.85614], [-0.33017, 0.65659, -0.09865], [0.89840, 1.31242, -0.67394], [-0.00634, -0.61430, 0.58683], [0.50529, -1.60504, -0.46067], [-0.02814, -2.82676, -0.61671], [1.36346, -1.13915, -1.21759], [-1.87555, 2.17240, 0.45315], [-0.28113, 2.46637, 1.20134], [-1.50041, 1.35488, 1.74877], [-1.09898, 0.63984, -0.88117], [1.55783, 1.50915, 0.07814], [0.64431, 2.21723, -1.06404], [1.30072, 0.50927, -1.24361], [0.80435, -0.64708, 1.32029], [-0.86330, -1.02849, 1.14625], [-0.54814, -3.24255, 0.14155], [0.42827, -3.43660, -1.27608]],
  "forces_ev_per_angstrom": [[-1.2, 0.3, 0.6], [-1.5, 2.9, 1.4], [-0.3, -0.7, 0.5], [-0.2, -3.0, 0.2], [-0.2, 0.6, -0.5], [0.4, 0.5, 0.6], [0.1, -0.5, -0.4], [0.7, 0.4, -0.8], [0.1, 0.1, 0.0], [0.8, -0.9, 0.2], [0.7, -1.0, -0.3], [0.1, -0.1, 0.1], [0.2, -0.2, -0.7], [0.2, 0.5, -0.3], [0.0, 0.9, 0.1], [0.1, 0.4, -0.4], [-0.1, 0.0, -0.2], [0.0, -0.1, -0.1]],
  "nbo_charge": [-0.662, -0.058, -0.701, -0.531, 0.698, -0.766, -0.666, 0.248, 0.221, 0.257, 0.248, 0.425, 0.441, 0.490, 0.262, 0.255, 0.414, 0.427],
  "total_energy_ev": -9348.157,
  "lumo_energy_ev": -2.974,
  "charge": 1,
  "gap_ev": 11.58,
  "smiles": "C[C@@H]([NH3+])CC(N)=O",
  "homo_energy_ev": -14.6,
  "de_lowest_ev": 0.700
}